(1)
Entry from OMol25: the molecule C5H9NO2 (the ωB97M-V functional and the def2-TZVPD basis).

Atoms and positions in Å:
1 C 0.23 -1.41 -0.07
2 N -1.05 -0.89 -0.51
3 C -1.94 -0.32 0.34
4 O -3.12 -0.25 0.08
5 C 1.17 -0.34 0.50
6 C 1.24 0.95 -0.29
7 C 0.00 1.80 -0.30
8 O -0.43 2.33 0.69
9 H 0.07 -2.12 0.75
10 H 0.75 -1.88 -0.90
11 H -1.54 -1.43 -1.21
12 H -1.51 0.10 1.25
13 H 2.15 -0.81 0.56
14 H 0.86 -0.10 1.52
15 H 1.63 0.85 -1.31
16 H 2.01 1.60 0.15
17 H -0.52 1.94 -1.25

## Properties
SMILES string = O=CCCCNC=O
E_tot = -401.1399 Ha
E_LUMO = 0.69 eV
F_max = 1.52 eV Å⁻¹
HOMO = -9.7911 eV

natural (NBO) population analysis, charges in e, atoms 1 to 2: atom 1 (C): -0.219, atom 2 (N): -0.639

***

(2)
Entry from OMol25: the ion C19H16F2N with charge +1 (the ωB97M-V functional and the def2-TZVPD basis).

Atoms and positions in Å:
1 F -3.26 4.19 -0.37
2 C -3.21 2.81 -0.54
3 C -4.33 2.15 -1.03
4 C -4.27 0.75 -1.16
5 C -3.04 0.09 -0.99
6 C -1.87 0.82 -0.66
7 C -0.52 0.15 -0.88
8 C 0.74 1.00 -0.93
9 C 1.93 0.30 -0.74
10 C 3.19 0.91 -0.78
11 C 3.25 2.30 -1.02
12 C 2.06 2.99 -1.26
13 F 2.12 4.37 -1.36
14 C 0.79 2.37 -1.27
15 C -2.02 2.14 -0.19
16 H -5.25 2.71 -1.23
17 H -5.18 0.18 -1.40
18 H -3.00 -1.00 -1.09
19 H -0.57 -0.48 -1.81
20 H 1.87 -0.76 -0.48
21 H 4.09 0.32 -0.56
22 H 4.21 2.83 -0.97
23 H -0.13 2.96 -1.40
24 H -1.22 2.62 0.39
25 N -0.47 -1.09 0.42
26 C 0.50 -2.00 1.06
27 C 1.21 -2.94 0.34
28 C 2.13 -3.77 1.00
29 C 2.25 -3.71 2.39
30 C 1.42 -2.86 3.12
31 C 0.52 -2.01 2.45
32 H -0.99 -0.69 1.21
33 H -1.17 -1.69 -0.04
34 H 1.08 -3.02 -0.75
35 H 2.78 -4.44 0.43
36 H 3.01 -4.29 2.91
37 H 1.49 -2.84 4.21
38 H -0.15 -1.36 3.01

## Properties
SMILES string = Fc1cccc(C([NH2+]c2ccccc2)c2cccc(F)c2)c1
E_tot = -987.8092 Ha
net charge = +1
E_LUMO = -3.73 eV
F_max = 1.96 eV Å⁻¹
HOMO = -12.4936 eV

natural (NBO) population analysis, charges in e, atoms 1 to 2: atom 1 (F): -0.313, atom 2 (C): 0.402

***

(3)
Entry from OMol25: a cluster of 5 separate species, C2H14O4S2 in total (the ωB97M-V functional and the def2-TZVPD basis).

Atoms and positions in Å:
1 C -0.31 0.34 -0.93
2 S -0.79 -1.44 -0.89
3 S 0.52 -2.42 0.26
4 C 2.01 -2.64 -0.69
5 H -0.50 0.78 -1.89
6 H -1.06 0.77 -0.27
7 H 0.66 0.67 -0.48
8 H 1.94 -3.20 -1.63
9 H 2.73 -1.81 -0.75
10 H 2.45 -3.44 -0.10
11 H -2.70 1.60 3.27
12 H -1.96 0.86 2.26
13 O -1.78 1.47 3.00
14 H -0.03 1.59 2.51
15 H 0.47 2.68 1.67
16 O 0.64 2.31 2.55
17 H 3.33 -0.14 -3.08
18 H 3.12 1.22 -3.31
19 O 2.68 0.52 -2.80
20 H -3.39 -0.63 0.32
21 H -4.41 0.69 0.31
22 O -3.64 0.24 0.66

## Properties
SMILES string = CSSC.O.O.O.O
E_tot = -1181.8868 Ha
E_LUMO = 0.43 eV
F_max = 1.73 eV Å⁻¹
HOMO = -8.6281 eV

natural (NBO) population analysis, charges in e, atoms 1 to 2: atom 1 (C): -0.756, atom 2 (S): 0.039